The following is a quantum chemistry calculation of a molecular structure, C24H21CuN6O5, from the OMol25 dataset.

Results
Total charge ... +1
E_LUMO (spin up / spin down) ... -3.85 / -3.85 eV
Spin multiplicity ... 2
Highest occupied orbital energy (spin up / spin down) ... -10.21 / -10.19 eV
Expectation value of S² ... 0.753
Relative energy (zero: lowest compared OMol25 entry of this formula, charge and spin) ... 0.00 kJ/mol
Max |F| ... 2.2 eV Å⁻¹

Last column: Mulliken charge in e.
Cartesian coordinates (Å):
Cu -0.56624 0.44592 -0.58170  -0.158
C -4.15442 -1.69641 -1.38361  -1.837
C -2.79659 -1.03041 -1.59416  1.267
O -2.41317 -0.12487 -0.82137  -0.332
C -2.04374 -1.48857 -2.76775  0.759
C -2.51242 -2.53731 -3.59330  -0.709
C -1.77545 -2.98591 -4.67554  -0.806
C -0.52269 -2.42687 -4.97624  -0.423
C -0.01242 -1.38477 -4.22770  -0.904
C -0.73478 -0.83885 -3.11521  0.536
O -0.22163 0.14033 -2.46400  -0.718
H -4.62757 -1.25191 -0.51088  0.371
H -4.05722 -2.75928 -1.20089  0.418
H -4.79664 -1.52765 -2.25352  0.451
H -3.47628 -2.99609 -3.37680  0.353
H -2.16117 -3.78688 -5.30380  0.379
H 0.05498 -2.82081 -5.80735  0.407
H 0.96775 -0.95437 -4.41866  0.418
O 5.98334 -1.42967 2.61250  -0.611
N 4.91116 -2.01754 2.39677  1.017
O 4.65607 -3.17914 2.73138  -0.608
C 3.95235 -1.22890 1.65848  -0.517
C 4.41026 -0.02092 1.15800  -0.644
C 3.54157 0.84082 0.43125  0.666
C 3.93639 2.10767 -0.04823  -0.574
C 2.99496 2.87989 -0.70973  -0.922
C 1.68863 2.40884 -0.87783  -0.351
N 1.27024 1.22648 -0.42574  0.342
C 2.16952 0.43162 0.19906  0.681
C 1.73188 -0.89164 0.64414  0.217
N 0.50807 -1.26567 0.24896  0.127
C 0.03509 -2.40608 0.72123  -0.122
C 0.78255 -3.27504 1.52355  -0.965
C 2.06756 -2.92441 1.90323  -0.648
C 2.61593 -1.72155 1.41792  0.503
H 5.44712 0.27640 1.32815  0.546
H 4.95826 2.43949 0.11336  0.499
H 3.25842 3.86502 -1.08171  0.405
H 0.96849 3.01373 -1.42322  0.466
H -0.99915 -2.64088 0.46031  0.414
H 0.32057 -4.20054 1.85860  0.419
H 2.67034 -3.54944 2.54911  0.576
C -2.59018 4.15404 2.99306  -1.081
N -1.95473 2.91714 2.51688  0.025
C -1.36826 1.94406 3.43512  -0.383
C -0.79344 0.93292 2.40401  0.050
O -0.16359 -0.05272 2.71050  -0.535
N -1.11444 1.37687 1.09939  0.183
C -1.78455 2.53207 1.22046  0.635
N -2.22310 3.28512 0.17573  -0.366
H -3.05751 3.97362 3.96357  0.335
H -3.36261 4.47893 2.29753  0.381
H -1.84854 4.94030 3.11471  0.329
H -2.12187 1.47958 4.09010  0.344
H -0.59475 2.37384 4.07431  0.346
H -2.23808 2.83964 -0.74831  0.133
H -2.81428 4.11076 0.33591  0.214

Forces on atoms 1 to 3 (eV/Å):
Cu -0.2 0.0 -0.7
C 0.2 1.0 0.5
C 0.1 -1.0 -1.9



The following is a quantum chemistry calculation of C24H21F2NO5S in the gas phase, from the OMol25 dataset.

Results
E_LUMO ... -0.40 eV
Spin multiplicity ... 1
Highest occupied orbital energy ... -8.80 eV
Relative energy (zero: lowest compared OMol25 entry of this formula, charge and spin) ... 3.90 kJ/mol
Max |F| ... 1.4 eV Å⁻¹

Last column: Mulliken charge in e.
Cartesian coordinates (Å):
C 5.33973 3.32630 -0.13298  -0.961
O 6.12467 2.18388 0.12956  -0.417
C 5.53110 0.95685 0.09397  0.866
C 4.20351 0.73853 -0.24113  -0.545
C 3.64208 -0.54198 -0.24255  0.403
C 2.23873 -0.67305 -0.59132  -0.031
C 1.54591 -1.81356 -0.70200  -0.523
C 0.13599 -1.87497 -1.12610  -0.188
O -0.29079 -2.83427 -1.74268  -0.606
C -0.73515 -0.72437 -0.78628  0.419
C -1.76925 -0.38400 -1.65950  -0.702
C -2.62293 0.65883 -1.37656  -0.206
C -2.48618 1.36601 -0.18136  0.428
N -3.36497 2.39160 0.11429  -0.280
S -4.99655 2.33190 -0.33455  1.219
O -5.10697 2.49319 -1.74999  -0.646
O -5.62394 3.28648 0.52744  -0.717
C -5.44729 0.66751 0.12558  0.344
C -5.72751 -0.27151 -0.84711  -0.265
C -6.00668 -1.57142 -0.46801  -0.643
C -6.00648 -1.93643 0.87597  0.899
C -6.28878 -3.35281 1.26621  -1.439
C -5.73415 -0.96822 1.83704  -0.802
C -5.45191 0.33447 1.46509  -0.649
C -1.46373 1.02070 0.70343  -0.972
C -0.59305 -0.00515 0.39937  -0.588
C 4.44814 -1.62434 0.10689  -1.024
C 5.77333 -1.42360 0.43502  -0.465
C 6.32527 -0.15315 0.42988  0.404
O 7.65026 -0.03906 0.84059  -0.461
C 8.51918 0.60025 0.02782  0.552
F 8.86499 -0.18928 -1.03043  -0.307
F 9.64953 0.80548 0.71665  -0.269
H 6.01185 4.17335 -0.00744  0.250
H 4.95200 3.31923 -1.15595  0.382
H 4.51176 3.41274 0.57601  0.363
H 3.57269 1.57308 -0.50443  0.433
H 1.72899 0.26166 -0.79242  0.419
H 2.01996 -2.77807 -0.58988  0.356
H -1.87741 -0.94782 -2.57367  0.455
H -3.39430 0.95214 -2.06856  0.803
H -3.23261 2.85194 1.00137  0.290
H -5.73218 0.03095 -1.88184  0.461
H -6.22471 -2.31500 -1.21980  0.406
H -6.39584 -3.45004 2.34298  0.349
H -7.20002 -3.70601 0.78766  0.367
H -5.47267 -3.99649 0.93970  0.313
H -5.74156 -1.23646 2.88309  0.329
H -5.25045 1.09800 2.20018  0.430
H -1.36034 1.56290 1.63261  0.335
H 0.17888 -0.27526 1.10482  0.534
H 4.04618 -2.62346 0.12107  0.319
H 6.40988 -2.24977 0.70805  0.463
H 8.17382 1.56159 -0.38583  0.112

Forces on atoms 1 to 3 (eV/Å):
C -0.1 0.2 -0.1
O 0.1 -0.4 0.1
C 0.2 -0.1 0.1



The following is a quantum chemistry calculation of C24H21FN2O7S in the gas phase, from the OMol25 dataset.

Results
E_LUMO ... -0.11 eV
Spin multiplicity ... 1
Highest occupied orbital energy ... -8.06 eV
Max |F| ... 1.4 eV Å⁻¹

Last column: Mulliken charge in e.
Cartesian coordinates (Å):
C 3.84095 2.87900 -1.40285  -1.412
C 2.95528 2.48735 -0.22862  0.477
O 1.66587 2.04300 -0.67244  -0.163
C 0.74618 2.95325 -0.99152  0.155
O 0.91127 4.14481 -0.94370  -0.632
C -0.53976 2.29670 -1.36767  0.048
C -1.62356 3.08771 -1.74350  -0.633
C -2.84412 2.50872 -2.04413  -0.721
C -3.00201 1.13399 -1.94261  -0.418
C -1.92031 0.35966 -1.57159  0.231
S -2.11461 -1.38516 -1.21375  1.198
O -3.44584 -1.79806 -1.52631  -0.698
O -1.01354 -2.13971 -1.72355  -0.582
N -1.91041 -1.35709 0.45574  0.189
C -2.54162 -0.33899 1.16212  -0.037
C -3.90898 -0.11929 1.02333  -0.184
C -4.52553 0.90568 1.71719  -0.787
C -3.79815 1.72638 2.56396  -0.443
C -2.43557 1.52967 2.71254  -0.861
C -1.83082 0.51303 2.00507  0.560
F -0.48393 0.33911 2.10970  -0.090
C -0.68999 0.91517 -1.29324  -0.384
C 3.57512 1.31714 0.56202  0.315
O 4.76779 1.11012 0.57567  -0.671
N 2.66984 0.59405 1.24388  0.054
C 2.97558 -0.69582 1.83396  -1.495
C 2.42200 -1.79722 0.96415  0.422
C 3.05709 -2.10839 -0.22816  -0.374
C 2.56246 -3.07898 -1.09618  -1.266
C 1.40321 -3.71788 -0.72902  0.977
C 0.74989 -3.40139 0.46489  0.963
C 1.23551 -2.44640 1.32504  -0.783
O -0.36733 -4.17991 0.58996  -0.559
C -0.43005 -4.95333 -0.59238  -0.330
O 0.72618 -4.71388 -1.36398  -0.522
H 3.46572 3.78347 -1.87421  0.408
H 4.84968 3.04613 -1.03728  0.398
H 3.86200 2.07151 -2.13104  0.316
H 2.81920 3.34914 0.43958  0.337
H -1.48588 4.15762 -1.78833  0.502
H -3.67720 3.12666 -2.34091  0.438
H -3.94419 0.64978 -2.14402  0.523
H -0.94984 -1.53590 0.71836  -0.151
H -4.46255 -0.76704 0.36356  0.587
H -5.58660 1.06136 1.59987  0.425
H -4.28544 2.52025 3.10709  0.407
H -1.83906 2.15714 3.35550  0.472
H 0.13495 0.27396 -1.02383  0.758
H 1.69066 0.80605 1.12948  0.084
H 2.54197 -0.73762 2.83582  0.405
H 4.06393 -0.75910 1.89985  0.525
H 3.96482 -1.58426 -0.48578  0.514
H 3.06474 -3.32282 -2.01662  0.463
H 0.73797 -2.22386 2.25603  0.467
H -0.47989 -6.02060 -0.32833  0.287
H -1.32305 -4.66491 -1.16883  0.289

Forces on atoms 1 to 3 (eV/Å):
C -0.3 0.0 0.2
C 0.6 0.3 -0.1
O 0.1 -0.2 0.0



The following is a quantum chemistry calculation of C24H21N3OS in the gas phase, from the OMol25 dataset.

Results
E_LUMO ... -0.23 eV
Spin multiplicity ... 1
Highest occupied orbital energy ... -8.34 eV
Relative energy (zero: lowest compared OMol25 entry of this formula, charge and spin) ... 21.88 kJ/mol
Max |F| ... 0.8 eV Å⁻¹

Last column: Mulliken charge in e.
Cartesian coordinates (Å):
C 3.08084 -3.98109 -4.32467  -1.574
C 1.95460 -3.84598 -3.34617  0.722
C 1.00481 -4.84998 -3.21508  -0.810
C -0.02401 -4.72380 -2.29995  -0.754
C -0.14181 -3.60455 -1.49076  0.873
C -1.27599 -3.49107 -0.51152  -1.573
C 0.81934 -2.59322 -1.62109  0.461
N 0.70543 -1.46577 -0.79437  0.078
C 1.39323 -0.29913 -0.83432  0.182
O 2.29675 -0.02749 -1.58929  -0.648
C 0.92864 0.67779 0.25743  0.079
S -0.90669 0.83439 0.19674  -0.342
C -1.23623 1.28840 1.85577  0.660
N -0.24014 1.27800 2.70655  -0.194
C -0.50617 1.63426 3.96966  -0.328
N -1.65421 1.99060 4.45660  -0.626
C -2.70762 2.00120 3.60735  0.127
C -3.98141 2.37095 4.07684  -0.410
C -5.04943 2.37981 3.22050  -0.369
C -4.89539 2.02562 1.87177  -0.762
C -3.66869 1.66141 1.38449  -0.714
C -2.55677 1.64211 2.23999  0.685
C 1.55609 2.02959 0.12858  0.065
C 2.30280 2.55784 1.17262  -0.193
C 2.87822 3.80997 1.04990  -0.774
C 2.71274 4.53997 -0.11455  -0.347
C 1.96665 4.01647 -1.15732  -0.854
C 1.38628 2.76784 -1.03604  -0.041
C 1.85244 -2.72195 -2.54072  -0.670
H 2.72363 -4.38625 -5.26939  0.379
H 3.55201 -3.01903 -4.50665  0.343
H 3.83579 -4.66329 -3.93300  0.296
H 1.06792 -5.73355 -3.83318  0.408
H -0.75733 -5.51292 -2.21302  0.322
H -0.90894 -3.44487 0.51525  0.358
H -1.87818 -2.60246 -0.70644  0.338
H -1.92459 -4.35949 -0.59280  0.360
H -0.05408 -1.51516 -0.12894  -0.009
H 1.14021 0.25082 1.24302  0.642
H 0.34041 1.61580 4.64414  0.428
H -4.07966 2.64068 5.11618  0.477
H -6.02710 2.66422 3.58079  0.388
H -5.75408 2.04321 1.21763  0.408
H -3.53250 1.38715 0.34826  0.418
H 2.42858 1.98874 2.08184  0.368
H 3.45750 4.21586 1.86625  0.387
H 3.16380 5.51684 -0.20909  0.390
H 1.83540 4.58298 -2.06732  0.371
H 0.79930 2.35860 -1.84532  0.410
H 2.57759 -1.93009 -2.62714  0.567

Forces on atoms 1 to 3 (eV/Å):
C 0.0 0.0 0.0
C -0.2 -0.1 0.1
C 0.1 0.0 0.0



The following is a quantum chemistry calculation of a molecular structure, C24H21N6Pt, from the OMol25 dataset.

Results
Total charge ... -1
E_LUMO ... 2.28 eV
Spin multiplicity ... 1
Highest occupied orbital energy ... -4.55 eV
Relative energy (zero: lowest compared OMol25 entry of this formula, charge and spin) ... 58.65 kJ/mol
Max |F| ... 0.8 eV Å⁻¹

Last column: Mulliken charge in e.
Cartesian coordinates (Å):
Pt 0.61492 0.04662 -0.67277  0.309
N -2.09392 0.20907 1.69625  -0.416
C -1.19577 1.06187 2.34873  0.652
C -0.79355 0.80687 3.65975  -0.733
C 0.10973 1.64053 4.29558  -0.508
C 0.61488 2.75275 3.63690  -0.747
C 0.20912 3.00650 2.33490  -0.189
C -0.68512 2.17293 1.67208  0.404
C -1.11965 2.48848 0.28057  0.326
C -1.99008 3.56799 0.09895  -0.290
C -2.41467 3.94477 -1.16739  -0.657
C -1.94806 3.22858 -2.26208  -0.682
C -1.09543 2.14901 -2.06477  -0.114
C -0.64837 1.72680 -0.79928  -0.972
H -2.65554 -0.36271 2.30305  0.228
H -2.60234 0.63970 0.93935  0.343
H -1.16466 -0.07680 4.16485  0.291
H 0.43768 1.39997 5.29877  0.355
H 1.33475 3.40002 4.12018  0.332
H 0.60669 3.85900 1.79594  0.373
H -2.33797 4.11131 0.97233  0.410
H -3.09427 4.77941 -1.29388  0.354
H -2.24299 3.51175 -3.26756  0.380
H -0.73345 1.62627 -2.94856  0.269
C -0.08053 -1.12095 -3.91698  -1.247
C -1.05278 -1.38537 -2.82754  0.621
N -0.90915 -1.07245 -1.55485  0.174
C -2.01629 -1.55055 -0.88699  -0.357
C -2.84423 -2.15940 -1.77246  -0.719
N -2.22556 -2.04520 -2.99647  -0.014
H 0.77607 -0.61045 -3.48234  0.077
H -0.51644 -0.48670 -4.69228  0.392
H 0.25570 -2.05477 -4.37011  0.396
H -2.10081 -1.43720 0.17916  0.474
H -3.78869 -2.65681 -1.64704  0.411
H -2.56754 -2.39446 -3.87210  0.183
C 3.20178 -4.12523 -0.45929  -0.351
C 2.29102 -3.79735 0.53609  -0.558
C 1.56767 -2.61163 0.46394  -0.035
C 1.72245 -1.69807 -0.59052  -0.471
C 2.66438 -2.05435 -1.56788  -0.084
C 3.38956 -3.24047 -1.51206  -0.572
H 3.76809 -5.04820 -0.40720  0.346
H 2.14883 -4.46240 1.38127  0.351
H 0.87867 -2.37906 1.27070  0.353
H 2.86174 -1.37182 -2.39028  0.299
H 4.11247 -3.47020 -2.28888  0.341
N 2.79960 -0.95581 4.32720  -0.688
C 2.89130 -0.15613 3.48970  0.639
N 3.05401 0.82088 2.61692  -0.703
C 2.49494 0.83181 1.46195  0.770
N 2.11180 1.00167 0.36647  -0.745

Forces on atoms 1 to 3 (eV/Å):
Pt -0.7 -0.4 -0.1
N 0.1 -0.1 0.1
C 0.0 0.1 0.1



The following is a quantum chemistry calculation of a molecular structure, C24H21NP2ReSbSe4Te, from the OMol25 dataset.

Results
Total charge ... +2
E_LUMO (spin up / spin down) ... -8.12 / -7.50 eV
Spin multiplicity ... 1
Highest occupied orbital energy (spin up / spin down) ... -13.82 / -13.47 eV
Relative energy (zero: lowest compared OMol25 entry of this formula, charge and spin) ... 110.90 kJ/mol
Max |F| ... 1.2 eV Å⁻¹

Last column: Mulliken charge in e.
Cartesian coordinates (Å):
Re 0.50917 -2.58784 0.76974  0.211
N 0.19711 0.45221 -0.60644  -0.219
P 1.76545 0.42373 -0.10738  0.075
C 2.51494 1.90374 -0.71309  0.827
C 2.28292 2.29938 -2.03969  -0.207
C 2.86843 3.45976 -2.51722  -0.796
C 3.69060 4.21559 -1.68556  -0.492
C 3.93391 3.81728 -0.37704  -0.760
C 3.34835 2.65861 0.11850  -0.531
C 1.85628 0.36622 1.66604  0.586
C 0.84468 0.99626 2.40393  -0.148
C 0.88387 0.95584 3.78263  -0.780
C 1.93364 0.30277 4.43065  -0.521
C 2.94751 -0.30582 3.70331  -0.803
C 2.90977 -0.28467 2.31488  -0.388
P -0.81562 -0.90300 -0.26322  1.701
C -2.29108 -0.10378 0.42202  0.594
C -2.70162 -0.17248 1.75237  0.013
C -3.80495 0.55445 2.18901  -0.831
C -4.49869 1.36215 1.30113  -0.532
C -4.09946 1.44215 -0.02942  -0.781
C -3.00802 0.70945 -0.47147  -0.579
C -1.41950 -1.43933 -1.88797  0.640
C -2.64225 -2.10968 -1.94155  -0.451
C -3.08467 -2.67095 -3.12839  -0.818
C -2.31398 -2.55970 -4.27623  -0.574
C -1.10832 -1.87359 -4.24008  -0.697
C -0.65775 -1.32050 -3.04754  -0.283
H -0.19593 1.34300 -0.88214  0.475
H 1.65677 1.70247 -2.69806  0.353
H 2.69268 3.77432 -3.53952  0.440
H 4.14881 5.12482 -2.06609  0.404
H 4.58001 4.41154 0.26043  0.428
H 3.53800 2.35368 1.14266  0.350
H 0.02360 1.50007 1.90059  0.500
H 0.10105 1.43966 4.36027  0.461
H 1.95908 0.27797 5.51500  0.436
H 3.76609 -0.80133 4.21438  0.455
H 3.69552 -0.75630 1.75121  0.542
H -2.18426 -0.79119 2.45490  -0.010
H -4.12448 0.48455 3.22566  0.445
H -5.36152 1.92480 1.64202  0.427
H -4.65196 2.06325 -0.72756  0.438
H -2.73154 0.75673 -1.52080  0.391
H -3.27200 -2.15922 -1.06562  0.574
H -4.04299 -3.17567 -3.16265  0.452
H -2.66317 -2.99439 -5.20507  0.433
H -0.51950 -1.76375 -5.14527  0.449
H 0.26681 -0.77960 -3.03442  0.133
Se -0.89755 -4.85058 2.87557  -0.196
Sb -1.27712 -4.56001 0.33163  0.320
Se -0.27205 -2.58214 2.94004  0.134
Se 2.30351 -4.15143 0.49162  -0.165
Se 0.84698 -5.62890 -0.63490  -0.166
Te 2.57444 -1.75061 -0.94575  0.040

Forces on atoms 1 to 3 (eV/Å):
Re 0.0 0.2 0.8
N -0.5 -0.1 0.1
P 0.4 -0.2 -0.2